P) 148
Properties=species:S:1:pos:R:3 method="wB97M-V/def2-TZVPD" e_lumo_ev=0.52 smiles=COC[C@H](C)N.COC[C@H](C)N.COC[C@H](C)N.COC[C@H](C)N.COC[C@H](C)N.COC[C@H](C)N.COC[C@H](C)N.COC[C@H](C)N.CO.CO multiplicity=1 homo_energy_ev=-8.35
C 5.031 1.997 -0.664
O 3.738 2.423 -1.121
C 3.660 3.825 -1.436
C 3.610 4.784 -0.247
C 2.371 4.533 0.594
N 3.711 6.195 -0.665
H 5.685 2.001 -1.577
H 5.050 0.957 -0.292
H 5.380 2.707 0.125
H 4.544 4.153 -2.080
H 2.715 3.953 -2.024
H 4.509 4.604 0.352
H 2.409 5.003 1.596
H 2.241 3.458 0.756
H 1.492 5.000 0.112
H 2.926 6.382 -1.298
H 4.514 6.371 -1.297
C -3.719 -0.063 -4.028
O -3.315 -1.328 -4.362
C -2.084 -1.444 -5.052
C -0.837 -1.456 -4.133
C 0.427 -1.634 -5.017
N -0.935 -2.401 -3.029
H -3.226 0.420 -3.180
H -4.811 -0.139 -3.739
H -3.676 0.630 -4.919
H -2.051 -2.361 -5.588
H -2.045 -0.674 -5.809
H -0.762 -0.456 -3.660
H 0.492 -2.643 -5.387
H 1.415 -1.460 -4.444
H 0.469 -0.896 -5.909
H -1.846 -2.207 -2.619
H -0.880 -3.352 -3.383
C 3.014 -3.307 6.895
O 3.953 -2.943 5.838
C 3.568 -3.333 4.485
C 3.549 -4.797 4.334
C 4.987 -5.471 4.508
N 3.107 -5.237 2.970
H 2.595 -2.380 7.306
H 3.618 -3.716 7.656
H 2.164 -3.967 6.554
H 2.551 -2.986 4.310
H 4.356 -2.927 3.784
H 2.964 -5.312 5.093
H 5.453 -5.237 5.456
H 5.652 -5.136 3.739
H 4.816 -6.575 4.531
H 2.078 -5.267 2.786
H 3.506 -4.735 2.187
C 2.618 0.425 4.623
O 2.162 1.672 4.250
C 0.828 1.679 3.855
C 0.331 3.012 3.296
C 0.990 4.205 3.952
N -1.161 2.988 3.447
H 3.485 0.654 5.207
H 2.798 -0.208 3.725
H 1.881 -0.141 5.185
H 0.627 0.775 3.226
H 0.207 1.448 4.718
H 0.416 3.097 2.211
H 0.419 4.490 4.827
H 0.871 5.025 3.252
H 2.008 4.269 4.335
H -1.441 3.909 3.198
H -1.468 2.851 4.426
C 1.552 1.789 -4.087
O 1.379 3.158 -4.348
C 0.757 3.461 -5.533
C 0.603 4.906 -5.676
C 0.332 5.329 -7.074
N 1.767 5.610 -5.197
H 0.600 1.250 -4.232
H 1.993 1.699 -3.101
H 2.239 1.328 -4.814
H 1.440 3.053 -6.309
H -0.235 2.951 -5.612
H -0.213 5.196 -4.947
H 1.202 5.015 -7.680
H 0.193 6.349 -7.258
H -0.527 4.757 -7.396
H 1.896 5.413 -4.191
H 2.578 5.375 -5.752
C -5.077 -5.727 0.855
O -4.867 -4.428 0.271
C -5.853 -3.421 0.505
C -5.419 -2.310 -0.437
C -3.947 -1.964 -0.337
N -6.207 -1.174 -0.069
H -4.200 -6.343 0.493
H -6.028 -6.140 0.500
H -5.131 -5.599 1.933
H -6.894 -3.747 0.256
H -5.843 -3.105 1.549
H -5.521 -2.545 -1.466
H -3.386 -2.658 -0.949
H -3.565 -1.955 0.674
H -3.817 -0.917 -0.789
H -7.132 -1.418 0.350
H -6.404 -0.478 -0.812
C -2.527 3.786 -3.044
O -1.905 3.590 -1.822
C -2.313 2.474 -1.069
C -1.288 2.211 0.015
C -0.034 1.784 -0.682
N -1.912 1.305 0.940
H -2.398 2.977 -3.837
H -2.211 4.749 -3.509
H -3.620 3.788 -2.933
H -3.247 2.673 -0.611
H -2.465 1.588 -1.657
H -1.145 3.183 0.519
H -0.362 0.993 -1.393
H 0.736 1.478 -0.067
H 0.426 2.610 -1.267
H -1.124 0.881 1.482
H -2.392 1.792 1.717
C 2.563 -0.156 0.998
O 1.202 -0.529 1.242
C 0.871 -1.771 0.592
C -0.591 -2.067 0.850
C -0.898 -1.935 2.351
N -0.903 -3.437 0.295
H 2.903 0.595 1.705
H 2.698 0.177 -0.003
H 3.216 -1.060 1.090
H 1.072 -1.612 -0.417
H 1.366 -2.688 0.942
H -1.151 -1.302 0.320
H -0.748 -0.944 2.673
H -0.239 -2.656 2.908
H -1.903 -2.290 2.567
H -0.876 -3.435 -0.701
H -1.868 -3.709 0.506
C 1.181 -6.218 0.545
O 0.659 -5.336 1.586
H 0.377 -6.730 0.066
H 1.744 -5.569 -0.168
H 1.869 -6.984 0.961
H 0.039 -4.730 1.130
C -4.184 -0.628 3.411
O -5.533 -0.748 3.045
H -3.731 0.110 2.808
H -4.144 -0.347 4.432
H -3.590 -1.535 3.331
H -5.598 -0.745 2.090

---

Q) 148
Properties=species:S:1:pos:R:3 method="wB97M-V/def2-TZVPD" e_lumo_ev=0.46 smiles=COC[C@H](C)N.COC[C@H](C)N.COC[C@H](C)N.COC[C@H](C)N.COC[C@H](C)N.COC[C@H](C)N.COC[C@H](C)N.COC[C@H](C)N.CO.CO multiplicity=1 homo_energy_ev=-8.92
C 7.157 1.094 3.922
O 6.129 1.829 3.331
C 5.241 1.067 2.551
C 4.228 1.929 1.808
C 3.381 2.826 2.704
N 3.306 1.100 1.050
H 6.831 0.316 4.623
H 7.815 1.743 4.499
H 7.764 0.623 3.140
H 5.800 0.458 1.826
H 4.712 0.377 3.226
H 4.787 2.606 1.156
H 3.991 3.400 3.402
H 2.616 2.304 3.282
H 2.790 3.494 2.073
H 2.648 0.588 1.629
H 3.811 0.433 0.474
C -0.350 4.243 0.830
O -1.466 4.716 1.541
C -2.685 4.289 0.950
C -3.873 4.682 1.827
C -3.940 3.823 3.073
N -5.127 4.499 1.080
H -0.385 4.489 -0.240
H -0.316 3.153 0.945
H 0.605 4.665 1.144
H -2.728 4.772 -0.034
H -2.706 3.204 0.771
H -3.904 5.747 2.065
H -4.307 2.815 2.885
H -4.639 4.297 3.768
H -2.976 3.861 3.574
H -5.372 3.516 1.020
H -5.088 4.853 0.131
C 3.928 0.265 -6.963
O 3.844 -0.325 -5.700
C 4.551 0.405 -4.707
C 4.387 -0.373 -3.408
C 2.903 -0.446 -3.023
N 5.105 0.309 -2.329
H 3.541 -0.438 -7.702
H 4.926 0.628 -7.220
H 3.254 1.121 -7.128
H 5.596 0.584 -4.977
H 4.067 1.388 -4.628
H 4.754 -1.393 -3.518
H 2.256 -0.937 -3.755
H 2.483 0.547 -2.842
H 2.773 -0.966 -2.068
H 4.676 1.206 -2.119
H 5.034 -0.241 -1.481
C -1.214 4.596 -2.987
O -0.907 3.255 -2.656
C -2.015 2.370 -2.596
C -2.622 2.094 -3.981
C -3.808 1.132 -3.865
N -1.618 1.500 -4.881
H -1.599 4.782 -3.991
H -0.246 5.092 -2.911
H -1.881 5.025 -2.234
H -1.609 1.442 -2.189
H -2.762 2.785 -1.906
H -2.921 3.035 -4.442
H -3.590 0.305 -3.187
H -4.001 0.662 -4.828
H -4.696 1.682 -3.552
H -0.922 2.212 -5.097
H -1.036 0.834 -4.373
C 2.079 0.345 5.159
O 1.631 0.082 3.849
C 0.218 -0.055 3.711
C -0.394 1.182 3.059
C -0.654 2.332 4.022
N -1.714 0.872 2.477
H 1.585 -0.333 5.864
H 1.849 1.341 5.559
H 3.164 0.268 5.182
H 0.045 -0.948 3.105
H -0.192 -0.232 4.710
H 0.298 1.524 2.276
H 0.286 2.611 4.514
H -1.333 1.992 4.805
H -1.001 3.205 3.474
H -1.621 0.150 1.769
H -2.094 1.716 2.072
C -4.423 -3.092 -0.291
O -5.447 -2.502 0.485
C -6.592 -3.319 0.481
C -7.726 -2.641 1.219
C -7.501 -2.482 2.740
N -8.951 -3.425 0.962
H -4.828 -3.397 -1.261
H -4.142 -4.069 0.129
H -3.526 -2.489 -0.353
H -6.938 -3.511 -0.542
H -6.380 -4.306 0.917
H -7.865 -1.656 0.770
H -6.574 -1.927 2.904
H -7.307 -3.448 3.212
H -8.386 -1.990 3.135
H -8.874 -4.340 1.394
H -9.702 -2.953 1.454
C -1.077 -3.291 0.547
O -1.242 -2.533 -0.632
C -0.959 -3.323 -1.798
C -1.079 -2.392 -3.010
C -2.522 -1.898 -3.199
N -0.622 -2.968 -4.284
H -0.123 -3.795 0.701
H -1.816 -4.101 0.627
H -1.352 -2.677 1.406
H 0.029 -3.790 -1.778
H -1.732 -4.097 -1.858
H -0.449 -1.519 -2.813
H -3.164 -2.747 -3.458
H -2.635 -1.244 -4.066
H -2.870 -1.365 -2.319
H -1.333 -3.658 -4.538
H 0.181 -3.563 -4.065
C 2.018 -2.659 2.044
O 2.988 -3.271 1.188
C 3.738 -4.271 1.839
C 3.909 -5.558 1.054
C 2.642 -6.135 0.461
N 4.551 -6.529 1.938
H 1.561 -1.933 1.368
H 2.518 -2.065 2.812
H 1.339 -3.438 2.389
H 4.721 -3.862 2.111
H 3.328 -4.540 2.823
H 4.573 -5.316 0.209
H 2.905 -6.937 -0.231
H 2.065 -5.409 -0.112
H 1.993 -6.534 1.243
H 5.388 -6.119 2.350
H 4.952 -7.280 1.381
C -0.072 0.677 -0.702
O -1.369 0.110 -0.645
H 0.601 0.282 0.070
H 0.379 0.308 -1.635
H -0.070 1.762 -0.745
H -1.234 -0.871 -0.632
C 3.095 3.997 -1.043
O 2.580 2.716 -1.281
H 3.760 4.311 -1.855
H 2.296 4.754 -1.065
H 3.593 4.137 -0.081
H 2.642 2.179 -0.463

---

Tell me which of them is the least stable. Sure, it is P).

---

P) 20
Properties=species:S:1:pos:R:3 method="wB97M-V/def2-TZVPD" charge=+1 e_lumo_ev="-4.41 / -9.10" s2=0.75 multiplicity=2 homo_energy_ev="-12.97 / -12.96"
C 0.778 -0.041 -1.054
C 0.190 -0.743 0.240
C 1.218 -0.506 1.321
S 2.983 -1.231 1.085
C 0.986 1.405 -0.877
N -0.225 2.210 -1.062
H 1.784 -0.382 -1.218
H 0.233 -0.309 -2.034
H -0.652 -0.081 0.507
H -0.095 -1.857 0.115
H 1.198 0.518 1.622
H 0.749 -1.078 2.232
H 3.535 -0.683 2.294
H 1.531 1.585 0.064
H 1.722 1.734 -1.711
H -0.543 2.456 -0.100
H -0.055 3.064 -1.491
H -4.663 -1.818 -0.634
H -5.644 -2.474 0.417
O -5.030 -1.770 0.284

---

Q) 20
Properties=species:S:1:pos:R:3 method="wB97M-V/def2-TZVPD" charge=+1 e_lumo_ev="-3.74 / -8.68" s2=0.75 multiplicity=2 homo_energy_ev="-13.52 / -13.52"
C -1.085 0.652 -0.636
C -0.874 -0.842 -0.383
C 0.422 -1.481 -0.989
S 0.176 -1.411 -2.764
C -0.095 1.548 0.129
N -0.153 1.165 1.548
H -1.165 0.909 -1.697
H -2.060 0.886 -0.207
H -0.860 -1.073 0.679
H -1.729 -1.367 -0.825
H 1.322 -1.012 -0.592
H 0.457 -2.516 -0.647
H 0.930 -0.306 -2.987
H 0.945 1.403 -0.158
H -0.351 2.586 -0.095
H -0.012 1.953 2.177
H -1.088 0.846 1.799
H 1.095 -0.152 1.896
H 2.424 -0.927 2.198
O 1.701 -0.862 1.554

---

Tell me which of them is the least stable. Sure, it is P).

---

P) 10
Properties=species:S:1:pos:R:3 method="wB97M-V/def2-TZVPD" e_lumo_ev="-0.18 / -0.27" multiplicity=1 homo_energy_ev="-8.97 / -8.52"
C -1.608 0.454 0.636
C -0.741 -0.374 0.018
C 0.730 -0.071 -0.177
O 1.810 -0.753 0.388
F 0.945 1.273 -0.121
H -2.659 0.257 0.887
H -1.116 1.397 0.871
H -1.064 -1.391 -0.362
H 1.032 -0.311 -2.186
H 2.670 -0.481 0.046

---

Q) 10
Properties=species:S:1:pos:R:3 method="wB97M-V/def2-TZVPD" e_lumo_ev=0.94 smiles="CC(=O)CF" multiplicity=1 homo_energy_ev=-9.99
C 0.999 -0.497 0.688
C 0.376 0.443 -0.320
O 0.986 1.163 -1.099
C -1.152 0.307 -0.522
F -1.595 -0.745 0.238
H 0.676 -1.512 0.448
H 0.713 -0.210 1.733
H 2.044 -0.354 0.592
H -1.410 0.120 -1.594
H -1.637 1.286 -0.164

---

Tell me which of them is the least stable. Sure, it is P).

---

P) 10
Properties=species:S:1:pos:R:3 method="wB97M-V/def2-TZVPD" e_lumo_ev=0.83 multiplicity=1 homo_energy_ev=-9.35
C 1.039 1.100 0.514
C 0.654 -0.189 -0.020
C -1.483 -0.798 -0.391
O 1.211 0.714 -0.853
F 1.314 -1.327 0.258
H 0.286 1.854 0.686
H 1.964 1.186 1.073
H -1.413 -1.851 -0.196
H -1.583 -0.492 -1.412
H -1.989 -0.197 0.340

---

Q) 10
Properties=species:S:1:pos:R:3 method="wB97M-V/def2-TZVPD" e_lumo_ev=0.67 multiplicity=1 homo_energy_ev=-9.39
C 1.523 1.125 -0.028
C 0.413 0.586 0.369
C -1.053 -0.674 -0.410
O -1.379 -1.736 0.368
F -0.339 1.036 1.471
H 1.869 1.985 0.449
H 2.017 0.872 -0.935
H -0.562 -0.759 -1.483
H -1.780 0.039 -0.268
H -0.711 -2.473 0.466

---

Tell me which of them is the least stable. Sure, it is P).

---

P) 19
Properties=species:S:1:pos:R:3 method="wB97M-V/def2-TZVPD" charge=-1 e_lumo_ev=4.08 multiplicity=1 homo_energy_ev=-3.38
C 0.490 0.364 -1.153
O -0.185 1.494 -0.824
C 1.419 -0.155 0.023
C 0.816 0.035 1.400
C -0.429 -0.786 1.770
N -0.946 -1.751 0.818
H 1.185 0.528 -1.986
H -0.177 -0.461 -1.461
H 2.266 0.525 -0.073
H 1.798 -1.138 -0.283
H 0.542 1.089 1.417
H 1.583 -0.118 2.156
H -0.257 -1.263 2.743
H -1.262 -0.130 1.977
H -0.428 -2.611 0.727
H -1.030 -1.307 -0.083
H -2.573 1.868 -2.383
H -1.096 1.780 -1.992
O -1.716 2.038 -2.793

---

Q) 19
Properties=species:S:1:pos:R:3 method="wB97M-V/def2-TZVPD" charge=-1 e_lumo_ev=3.88 multiplicity=1 homo_energy_ev=-2.77
C -1.234 0.080 -1.452
O -0.862 -0.460 -2.621
C -0.044 0.018 -0.418
C -0.572 0.393 1.000
C -0.819 1.899 1.155
N 0.475 -1.408 -0.349
H -1.503 1.183 -1.522
H -2.084 -0.413 -0.938
H 0.862 0.549 -0.737
H -1.398 -0.285 1.210
H 0.254 0.085 1.657
H -1.893 2.142 1.149
H -0.400 2.434 0.312
H -0.600 2.326 2.146
H -0.320 -1.833 0.144
H 0.205 -1.678 -1.313
H 3.401 -1.107 -0.300
H 2.847 -2.067 0.644
O 3.684 -1.860 0.233

---

Tell me which of them is the least stable. Sure, it is Q).

---

P) 19
Properties=species:S:1:pos:R:3 method="wB97M-V/def2-TZVPD" charge=-1 e_lumo_ev=4.34 multiplicity=1 homo_energy_ev=-3.47
C 2.039 -0.205 -1.233
N 1.525 0.893 -0.470
C -0.010 1.034 -0.911
C -0.987 1.284 0.281
C -1.925 0.112 0.829
O -1.534 -1.128 0.470
H 1.449 -1.201 -1.200
H 3.127 -0.449 -0.891
H 2.161 0.177 -2.294
H 1.440 0.585 0.543
H -0.356 0.050 -1.420
H 0.115 1.838 -1.572
H -0.587 1.891 1.065
H -1.590 2.128 -0.121
H -2.098 0.089 1.900
H -2.850 0.245 0.312
H -0.315 -1.494 0.579
H 0.553 -1.292 1.659
O 0.732 -1.678 0.877

---

Q) 19
Properties=species:S:1:pos:R:3 method="wB97M-V/def2-TZVPD" charge=-1 e_lumo_ev=3.98 multiplicity=1 homo_energy_ev=-3.35
C -0.275 1.229 -2.001
C 0.174 0.041 -1.018
C -0.937 0.160 0.195
C -1.011 -1.110 1.045
O -0.773 -1.013 2.363
N 1.529 0.168 -0.609
H -1.211 1.072 -2.388
H 0.500 1.313 -2.699
H -0.404 2.045 -1.253
H 0.128 -0.953 -1.629
H -1.879 0.251 -0.349
H -0.718 1.015 0.789
H -0.100 -1.766 0.679
H -1.899 -1.933 0.766
H 1.811 -0.492 0.115
H 1.862 1.091 -0.518
H 1.565 -0.903 1.965
H 0.260 -0.258 2.352
O 1.377 0.043 2.193

---

R) 19
Properties=species:S:1:pos:R:3 method="wB97M-V/def2-TZVPD" charge=-1 e_lumo_ev=3.90 multiplicity=1 homo_energy_ev=-2.72
C -1.669 -0.802 1.222
C -1.030 0.607 0.848
N -0.996 0.822 -0.628
C 0.373 0.403 -1.224
C 0.586 -1.177 -1.299
O -0.531 -1.804 -1.551
H -1.492 -1.068 2.332
H -0.995 -1.521 0.789
H -2.607 -1.036 0.732
H -1.534 1.574 1.331
H 0.080 0.569 1.247
H -1.806 0.250 -0.989
H 1.216 0.863 -0.733
H 0.165 0.658 -2.305
H 1.420 -1.213 -2.070
H 1.062 -1.359 -0.233
H 2.297 2.187 0.830
H 2.561 0.604 0.692
O 2.900 1.445 1.009

---

Tell me which of them is the least stable. Sure, it is R).